(1)
52
Properties=species:S:1:pos:R:3 method="wB97M-V/def2-TZVPD" relative_energy_kcal_mol=0.00 total_charge=0 smiles="CC(C)(C)N1PN(C(C)(C)C)c2ccccc21.O=C1C(Cl)=C(Cl)C(=O)C(Cl)=C1Cl" e_homo_ev=-6.7525
Cl 2.354 2.644 2.789
C 0.864 3.507 2.766
C 0.866 4.863 2.712
Cl 2.360 5.717 2.672
C -0.368 5.616 2.681
O -0.366 6.836 2.639
C -1.604 4.866 2.700
Cl -3.096 5.723 2.652
C -1.605 3.510 2.750
Cl -3.097 2.650 2.749
C -0.372 2.758 2.794
O -0.375 1.539 2.850
C 3.478 0.484 -0.585
C 2.436 0.000 -1.601
C 2.054 1.174 -2.513
C 2.989 -1.123 -2.489
N 1.228 -0.490 -0.869
P -0.338 0.256 -1.076
H -0.224 0.660 0.257
N -1.190 -1.139 -0.464
C -2.641 -1.360 -0.745
C -2.823 -2.686 -1.497
C -3.178 -0.236 -1.640
C -3.417 -1.350 0.579
C -0.274 -2.093 0.021
C 1.091 -1.728 -0.212
C 2.104 -2.615 0.144
C 1.782 -3.854 0.670
C 0.464 -4.204 0.897
C -0.562 -3.325 0.601
H 3.743 -0.307 0.114
H 4.390 0.817 -1.083
H 3.082 1.320 -0.006
H 1.300 0.865 -3.237
H 1.656 2.007 -1.935
H 2.926 1.530 -3.066
H 2.196 -1.516 -3.127
H 3.797 -0.757 -3.124
H 3.386 -1.946 -1.899
H -2.574 -3.542 -0.873
H -3.855 -2.811 -1.826
H -2.173 -2.707 -2.374
H -3.082 0.734 -1.153
H -2.630 -0.204 -2.582
H -4.233 -0.397 -1.870
H -3.313 -0.380 1.069
H -4.479 -1.537 0.416
H -3.039 -2.108 1.261
H 3.136 -2.342 0.020
H 2.568 -4.553 0.906
H 0.234 -5.174 1.309
H -1.577 -3.596 0.830

***

(2)
51
Properties=species:S:1:pos:R:3 method="wB97M-V/def2-TZVPD" relative_energy_kcal_mol=2.15 total_charge=0 smiles="CCN(CC(=O)NCc1ccc(Cl)cc1)CC(=O)Nc1ccc(C(N)=O)cc1" e_homo_ev=-8.5118
C 3.530 -2.047 2.200
H 2.832 -2.566 2.853
H 3.822 -1.112 2.673
H 4.421 -2.658 2.086
C 2.892 -1.817 0.835
N 1.588 -1.175 0.964
C 0.692 -1.486 -0.148
C 1.191 -0.968 -1.504
O 1.891 -1.647 -2.227
N 0.800 0.308 -1.757
C 1.122 1.119 -2.845
C 1.882 0.682 -3.928
C 2.156 1.545 -4.971
C 1.688 2.855 -4.956
C 0.948 3.292 -3.858
C 0.661 2.436 -2.819
H 0.082 2.777 -1.971
H 0.607 4.316 -3.843
C 1.965 3.835 -6.042
O 1.997 5.034 -5.855
N 2.184 3.300 -7.271
H 2.035 2.327 -7.467
H 2.332 3.930 -8.042
H 2.771 1.190 -5.786
H 2.255 -0.329 -3.943
H 0.240 0.780 -1.045
H -0.297 -1.078 0.071
H 0.615 -2.574 -0.210
C 1.711 0.259 1.209
C 0.330 0.827 1.498
O -0.327 1.429 0.663
N -0.109 0.573 2.739
H 0.463 0.009 3.349
C -1.457 0.852 3.173
C -2.205 -0.393 3.578
C -3.271 -0.300 4.465
C -3.981 -1.424 4.843
C -3.618 -2.660 4.332
C -2.559 -2.774 3.446
C -1.860 -1.641 3.072
H -1.037 -1.736 2.379
H -2.286 -3.740 3.051
Cl -4.494 -4.072 4.806
H -4.806 -1.345 5.532
H -3.550 0.664 4.864
H -1.960 1.335 2.327
H -1.439 1.561 4.008
H 2.161 0.801 0.362
H 2.351 0.399 2.082
H 3.570 -1.233 0.195
H 2.737 -2.783 0.352

***

(3)
49
Properties=species:S:1:pos:R:3 method="wB97M-V/def2-TZVPD" total_charge=+1 e_homo_ev=-11.8656
F 6.094 0.466 -1.752
C 4.718 0.431 -1.782
C 4.078 0.560 -3.013
C 2.675 0.520 -3.023
C 1.961 0.353 -1.842
C 2.616 0.215 -0.582
C 1.871 0.029 0.628
C 2.455 -0.154 1.884
C 1.734 -0.306 3.067
C 2.318 -0.477 4.364
C 3.728 -0.459 4.567
C 4.232 -0.650 5.845
F 5.598 -0.637 6.013
C 3.426 -0.851 6.966
C 2.036 -0.861 6.775
C 1.495 -0.677 5.510
C 4.041 0.269 -0.582
H 4.654 0.687 -3.924
H 2.152 0.622 -3.976
H 0.872 0.323 -1.867
H 0.778 0.022 0.556
H 3.544 -0.190 1.943
H 0.642 -0.302 3.008
H 4.402 -0.299 3.728
H 3.872 -0.993 7.946
H 1.386 -1.015 7.639
H 0.413 -0.687 5.379
H 4.598 0.183 0.348
C -3.731 1.403 -4.006
C -4.382 0.141 -3.475
C -5.737 0.437 -2.862
C -4.516 -0.889 -4.587
O -3.526 -0.543 -2.468
C -3.208 0.170 -1.364
N -2.599 -0.663 -0.448
N -1.920 -0.013 0.620
O -3.460 1.351 -1.174
H -2.742 1.191 -4.438
H -4.358 1.821 -4.805
H -3.640 2.164 -3.221
H -6.202 -0.494 -2.505
H -5.645 1.154 -2.037
H -6.401 0.873 -3.618
H -4.990 -1.802 -4.197
H -5.144 -0.505 -5.403
H -3.529 -1.135 -5.002
H -2.150 -1.504 -0.782
H -2.068 0.989 0.467
H -2.440 -0.268 1.480

***

(4)
54
Properties=species:S:1:pos:R:3 method="wB97M-V/def2-TZVPD" total_charge=+1 e_homo_ev=-11.7261
C -0.719 -1.793 2.014
C 0.674 -1.144 2.120
F 0.499 0.220 2.104
C 1.570 -1.613 0.986
O 1.282 -0.960 -0.228
C 1.936 -1.531 -1.322
I 1.626 -0.167 -2.955
C 3.453 -1.690 -1.158
N 3.745 -2.263 0.204
C 5.176 -2.569 0.431
O 5.914 -1.393 0.410
N 7.205 -1.587 -0.237
O 7.463 -0.676 -0.877
C 3.074 -1.440 1.264
C 3.413 0.040 1.206
H -1.336 -1.093 1.461
H -0.700 -2.741 1.494
H -1.140 -1.870 3.008
H 1.106 -1.485 3.059
H 1.368 -2.685 0.849
H 1.494 -2.477 -1.622
H 3.803 -2.401 -1.898
H 4.012 -0.783 -1.326
H 3.270 -3.172 0.208
H 5.304 -3.134 1.349
H 5.493 -3.230 -0.374
H 3.342 -1.789 2.254
H 2.816 0.560 1.942
H 4.448 0.234 1.455
H 3.208 0.505 0.251
C -3.056 1.639 -5.304
C -3.936 2.516 -4.826
C -3.950 2.888 -3.387
O -4.754 3.681 -2.949
C -2.943 2.246 -2.505
C -2.065 1.373 -2.985
C -2.051 1.001 -4.419
O -1.245 0.199 -4.849
H -3.029 1.352 -6.347
H -4.678 2.994 -5.454
H -2.964 2.525 -1.463
H -1.327 0.896 -2.353
C -2.517 2.100 2.621
C -3.253 2.301 3.711
C -4.696 1.953 3.740
O -5.366 2.136 4.730
C -5.285 1.370 2.507
C -4.547 1.169 1.418
C -3.107 1.517 1.393
O -2.431 1.331 0.399
H -1.464 2.347 2.577
H -2.842 2.725 4.619
H -6.338 1.122 2.548
H -4.957 0.746 0.509

***

(5)
50
Properties=species:S:1:pos:R:3 method="wB97M-V/def2-TZVPD" relative_energy_kcal_mol=0.00 total_charge=-1 e_homo_ev=-3.9117
C 3.541 -2.392 1.558
C 2.814 -1.130 1.168
O 1.413 -1.322 1.428
C 0.704 -0.182 1.217
C -0.721 -0.423 1.421
C -1.825 0.342 0.937
O -1.842 1.002 -0.125
C -3.148 0.205 1.726
C -4.115 -0.795 1.087
C -3.795 -2.289 1.244
C -2.493 -2.777 0.583
C -1.324 -2.894 1.556
C -1.004 -1.605 2.315
O 1.330 0.855 1.006
H 4.601 -2.281 1.311
H 3.471 -2.575 2.638
H 3.159 -3.269 1.020
H 3.186 -0.275 1.746
H 2.925 -0.924 0.093
H -2.945 -0.033 2.781
H -3.613 1.205 1.721
H -5.108 -0.615 1.530
H -4.182 -0.550 0.016
H -3.814 -2.573 2.307
H -4.631 -2.820 0.765
H -2.683 -3.780 0.170
H -2.232 -2.135 -0.270
H -1.548 -3.661 2.309
H -0.425 -3.208 1.011
H -0.103 -1.759 2.915
H -1.829 -1.383 2.999
N 4.685 1.250 -6.054
C 3.948 1.397 -5.156
C 3.079 1.650 -4.038
C 3.585 1.591 -2.729
C 2.758 1.828 -1.647
C 1.388 2.174 -1.825
C 0.548 2.490 -0.699
C -0.771 2.836 -0.787
N -1.280 3.737 0.151
O -2.440 4.192 0.067
O -0.481 4.062 1.063
C 0.890 2.221 -3.155
C 1.730 1.975 -4.238
H 4.638 1.335 -2.586
H 3.134 1.731 -0.625
H 1.061 2.588 0.252
H -1.410 2.525 -1.613
H -0.165 2.443 -3.312
H 1.338 2.018 -5.253

***

(6)
54
Properties=species:S:1:pos:R:3 method="wB97M-V/def2-TZVPD" relative_energy_kcal_mol=32.33 total_charge=+1 e_homo_ev="-10.2741 / -10.2725"
Ti -0.247 -0.237 0.940
O -1.800 2.464 -1.508
C -1.264 1.751 -0.572
O -1.337 0.514 -0.555
C -0.507 2.436 0.533
O 0.358 1.481 1.060
C -0.081 0.531 3.693
C -0.842 -0.498 3.213
O -0.841 -1.695 3.548
O -1.656 -0.181 2.073
H -2.271 1.900 -2.146
H -1.249 2.777 1.270
H 0.024 3.308 0.148
H -0.246 1.549 3.392
H 0.619 0.321 4.488
S 1.654 -0.029 -0.979
C 2.501 -1.402 -1.568
N 2.892 -1.425 -2.843
C 3.711 -2.479 -3.442
C 3.514 -3.762 -2.658
C 3.738 -3.484 -1.183
N 2.855 -2.398 -0.768
H 2.635 -0.621 -3.390
H 4.762 -2.178 -3.437
H 3.402 -2.601 -4.478
H 4.198 -4.532 -3.013
H 2.494 -4.122 -2.802
H 4.778 -3.196 -1.003
H 3.518 -4.356 -0.572
H 2.516 -2.341 0.178
O 0.620 -1.950 1.228
S 0.171 -3.220 2.073
C -1.518 -3.551 1.606
C -2.062 -3.106 0.414
C -3.379 -3.411 0.109
C -4.135 -4.171 0.989
C -3.573 -4.629 2.173
C -2.259 -4.321 2.488
C 0.904 -4.540 1.083
C 0.537 -4.876 -0.217
C 1.080 -6.004 -0.805
C 1.993 -6.792 -0.106
C 2.370 -6.447 1.181
C 1.820 -5.318 1.780
H -1.473 -2.573 -0.320
H -3.810 -3.063 -0.820
H -5.163 -4.409 0.751
H -4.164 -5.216 2.863
H -1.827 -4.647 3.426
H -0.189 -4.281 -0.755
H 0.779 -6.287 -1.805
H 2.400 -7.682 -0.568
H 3.075 -7.059 1.727
H 2.085 -5.056 2.799

***

(7)
52
Properties=species:S:1:pos:R:3 method="wB97M-V/def2-TZVPD" relative_energy_kcal_mol=85.97 total_charge=0 smiles="CCOC(=O)N1CCN(C(=O)c2cc(COc3cccc(C(C)=O)c3)on2)CC1" e_homo_ev=-9.0101
C 6.313 3.541 1.547
C 6.557 2.419 0.556
H 6.959 2.800 -0.389
H 7.267 1.684 0.953
O 5.311 1.770 0.302
C 5.357 0.782 -0.618
O 6.369 0.430 -1.177
N 4.133 0.254 -0.865
C 2.945 0.547 -0.097
H 3.133 1.402 0.549
H 2.129 0.786 -0.788
C 2.553 -0.682 0.737
N 2.399 -1.821 -0.136
C 1.259 -2.468 -0.455
O 1.227 -3.360 -1.289
C -0.001 -2.126 0.260
N -0.287 -1.018 0.901
O -1.556 -1.117 1.343
C -2.070 -2.297 0.966
C -1.127 -2.991 0.264
H -1.190 -3.956 -0.190
C -3.475 -2.632 1.361
O -4.318 -1.511 1.435
C -4.574 -0.795 0.297
C -5.362 0.339 0.480
C -5.700 1.144 -0.600
C -5.238 0.804 -1.874
C -4.458 -0.318 -2.052
C -4.121 -1.125 -0.975
H -3.507 -1.996 -1.144
H -4.101 -0.579 -3.036
H -5.506 1.438 -2.704
C -6.538 2.367 -0.468
O -6.840 3.028 -1.436
C -6.989 2.745 0.921
H -7.571 3.662 0.871
H -6.127 2.898 1.566
H -7.603 1.952 1.341
H -5.691 0.555 1.482
H -3.869 -3.394 0.674
H -3.479 -3.044 2.377
C 3.606 -2.125 -0.881
H 3.404 -2.984 -1.522
C 4.012 -0.908 -1.718
H 4.974 -1.076 -2.201
H 3.247 -0.713 -2.477
H 4.405 -2.371 -0.175
H 1.624 -0.488 1.269
H 3.356 -0.902 1.451
H 7.249 4.051 1.756
H 5.603 4.254 1.137
H 5.910 3.143 2.474

***

(8)
53
Properties=species:S:1:pos:R:3 method="wB97M-V/def2-TZVPD" total_charge=0 smiles=COCCn1nnnc1[C@@H](c1cccs1)N1CCN(c2nc3ccccc3s2)CC1 e_homo_ev=-7.6713
C 4.385 -0.651 -1.496
H 4.144 0.409 -1.461
O 3.269 -1.333 -0.984
C 3.434 -2.730 -0.964
C 2.216 -3.346 -0.277
N 2.232 -3.039 1.126
C 1.282 -2.494 1.929
N 1.791 -2.394 3.135
N 3.027 -2.867 3.063
N 3.305 -3.251 1.890
C -0.096 -2.132 1.480
N 0.018 -1.277 0.306
C -1.155 -1.143 -0.534
H -0.800 -0.985 -1.560
C -2.053 0.047 -0.162
N -1.254 1.255 -0.133
C -1.175 1.997 -1.250
N -1.975 1.894 -2.251
C -1.730 2.836 -3.208
C -2.428 2.985 -4.400
C -2.058 3.988 -5.273
C -1.004 4.845 -4.979
C -0.294 4.716 -3.798
C -0.662 3.714 -2.924
S 0.039 3.308 -1.377
H 0.525 5.378 -3.563
H -0.733 5.622 -5.678
H -2.597 4.110 -6.201
H -3.246 2.317 -4.620
C -0.165 1.167 0.811
H -0.598 1.038 1.807
C 0.737 -0.026 0.456
H 1.232 0.175 -0.500
H 1.509 -0.146 1.216
H 0.416 2.090 0.796
H -2.495 -0.091 0.828
H -2.841 0.171 -0.904
H -1.731 -2.069 -0.501
C -0.911 -1.600 2.626
C -0.562 -0.734 3.615
C -1.630 -0.443 4.495
C -2.774 -1.089 4.164
S -2.574 -2.079 2.773
H -3.730 -1.055 4.649
H -1.541 0.218 5.338
H 0.430 -0.340 3.733
H -0.579 -3.059 1.132
H 2.235 -4.432 -0.406
H 1.305 -2.920 -0.700
H 4.344 -3.004 -0.411
H 3.512 -3.123 -1.990
H 5.279 -0.844 -0.892
H 4.589 -0.946 -2.533

***

(9)
46
Properties=species:S:1:pos:R:3 method="wB97M-V/def2-TZVPD" relative_energy_kcal_mol=9.98 total_charge=0 smiles="O=C(CC(c1ccccc1)c1ccccc1)NC[C@@H]1CCCO1" e_homo_ev=-8.9247
O 0.978 0.745 -2.241
C 0.677 0.127 -1.244
N 1.452 0.100 -0.134
H 1.200 -0.501 0.632
C 2.724 0.775 -0.061
H 2.722 1.562 -0.818
H 2.849 1.227 0.926
C 3.897 -0.170 -0.336
C 4.017 -1.339 0.664
H 3.530 -2.237 0.287
C 5.534 -1.521 0.828
H 5.832 -1.387 1.867
C 6.125 -0.406 -0.053
H 6.416 -0.810 -1.034
O 5.104 0.552 -0.214
H 6.983 0.097 0.394
H 5.871 -2.502 0.498
H 3.559 -1.065 1.614
H 3.804 -0.568 -1.361
C -0.607 -0.681 -1.127
H -1.165 -0.559 -2.056
H -0.351 -1.740 -1.032
C -1.478 -0.274 0.075
C -2.807 -0.997 -0.010
C -3.777 -0.589 -0.917
C -4.983 -1.261 -1.005
C -5.235 -2.349 -0.187
C -4.275 -2.761 0.720
C -3.069 -2.088 0.807
H -2.325 -2.416 1.520
H -4.465 -3.608 1.363
H -6.177 -2.873 -0.256
H -5.729 -0.932 -1.713
H -3.590 0.265 -1.550
C -1.714 1.215 0.189
C -1.669 2.077 -0.898
C -1.929 3.427 -0.733
C -2.245 3.934 0.514
C -2.299 3.081 1.604
C -2.035 1.734 1.439
H -2.082 1.071 2.293
H -2.545 3.465 2.583
H -2.447 4.987 0.639
H -1.882 4.085 -1.588
H -1.415 1.712 -1.881
H -0.982 -0.603 0.996